Version 1
A 2-piece molecular cluster, C3H6N2O3 overall. Source: the OMol25 dataset; level of theory: ωB97M-V/def2-TZVPD.

Computed properties:
* net charge: 0
* SMILES: O=C1NN1O.CC=O
* Kohn-Sham gap: 10.166 eV
* lowest unoccupied orbital energy: 0.7 eV

Geometry (Å):
O1 2.171 0.381 -1.547
C1 1.860 -0.523 -0.858
N1 1.144 -1.629 -0.662
N2 2.078 -1.163 0.382
O2 1.446 -0.466 1.445
H1 0.128 -1.627 -0.526
H2 1.624 -0.998 2.232
C2 -1.134 1.343 0.163
C3 -1.952 0.208 -0.342
O3 -1.594 -0.939 -0.416
H3 -0.245 0.996 0.686
H4 -0.828 1.947 -0.693
H5 -1.732 1.976 0.813
H6 -2.966 0.492 -0.678


Version 2
One molecule with the formula C3H6N2O3. Source: the OMol25 dataset; level of theory: ωB97M-V/def2-TZVPD.

Computed properties:
* net charge: 0
* SMILES: [H]/N=C\NOCOC=O
* Kohn-Sham gap: 10.668 eV
* lowest unoccupied orbital energy: 0.5 eV

Geometry (Å):
H1 -2.228 -0.725 -2.081
N1 -2.217 0.429 -1.759
C1 -1.682 0.682 -0.467
N2 -1.325 -0.108 0.687
O1 -0.137 0.800 1.020
C2 0.824 0.816 0.106
O2 2.168 0.168 0.416
C3 1.815 -1.176 0.780
O3 0.753 -1.851 0.583
H2 -1.497 1.881 0.073
H3 -0.780 -1.068 0.113
H4 1.362 1.628 0.043
H5 0.490 0.367 -0.889
H6 2.454 -1.842 1.374


Version 3
One molecule with the formula C3H6N2O3. Source: the OMol25 dataset; level of theory: ωB97M-V/def2-TZVPD.

Computed properties:
* net charge: 0
* SMILES: C/C=N/N(O)C(=O)O
* Kohn-Sham gap: 10.172 eV
* lowest unoccupied orbital energy: 0.7 eV

Geometry (Å):
C1 1.317 2.079 -0.020
C2 0.752 0.712 -0.158
N1 -0.503 0.543 -0.201
N2 -1.014 -0.725 -0.292
O1 -2.400 -0.729 -0.048
C3 -0.341 -1.882 0.387
O2 0.199 -1.845 1.444
O3 -0.391 -2.806 -0.540
H1 1.913 2.146 0.891
H2 1.980 2.290 -0.860
H3 0.521 2.819 0.010
H4 1.461 -0.118 -0.146
H5 -2.552 -0.249 0.782
H6 -0.942 -2.232 -1.249


Version 4
C3H6N2O3 as an isolated structure. Source: the OMol25 dataset; level of theory: ωB97M-V/def2-TZVPD.

Computed properties:
* net charge: 0
* Kohn-Sham gap (alpha / beta): 8.343 / 8.343 eV
* lowest unoccupied orbital energy (alpha / beta): -1.6 / -1.6 eV

Geometry (Å):
C1 0.372 -1.387 0.848
C2 -0.772 0.081 -0.880
N1 0.349 1.527 0.929
C3 0.702 0.690 -0.184
O1 -0.230 -1.633 -0.375
O2 -0.582 0.032 -2.215
N2 1.253 -0.559 0.045
O3 -1.803 0.368 -0.323
H1 -1.456 -0.041 -2.626
H2 -0.625 1.437 1.196
H3 0.960 1.415 1.727
H4 0.881 -2.261 1.252
H5 -0.268 -0.892 1.585
H6 1.220 1.222 -0.979


It turns out version 3 is the most stable, with the second structure 1.108 eV higher.


Version 1
A 2-piece molecular cluster, C3H6N2O3 overall. Source: the OMol25 dataset; level of theory: ωB97M-V/def2-TZVPD.

Computed properties:
* net charge: 0
* Kohn-Sham gap: 9.796 eV
* lowest unoccupied orbital energy: 0.4 eV

Geometry (Å):
C1 -1.125 -0.434 0.088
C2 0.176 -1.065 0.498
C3 2.063 0.525 -0.352
H1 -2.885 0.756 -0.043
H2 -0.321 1.474 0.379
H3 0.039 -2.123 0.494
H4 0.252 -0.939 1.627
H5 1.409 -1.257 -1.113
H6 2.923 0.446 -1.072
N1 -1.228 0.961 0.533
N2 1.272 -0.600 -0.409
O1 -2.084 1.727 -0.447
O2 -2.084 -0.958 -0.418
O3 1.593 1.489 0.235


Version 2
One molecule with the formula C3H6N2O3. Source: the OMol25 dataset; level of theory: ωB97M-V/def2-TZVPD.

Computed properties:
* net charge: 0
* Kohn-Sham gap: 8.424 eV
* lowest unoccupied orbital energy: 0.4 eV

Geometry (Å):
C1 -0.776 0.948 0.622
C2 -0.050 -1.326 0.557
C3 0.450 0.292 -0.667
N1 1.258 1.284 -1.162
O1 -0.740 -1.486 -0.565
O2 -0.270 -2.178 1.540
N2 -0.227 -0.508 -1.488
O3 1.115 -0.765 0.401
H1 -1.106 -2.645 1.383
H2 2.247 1.314 -0.967
H3 1.035 1.555 -2.109
H4 -1.796 0.754 0.304
H5 -0.627 0.770 1.689
H6 -0.513 1.991 0.462


It turns out version 1 is the most stable, with the second structure 0.945 eV higher.


Version 1
One molecule with the formula C6H7NO. Source: the OMol25 dataset; level of theory: ωB97M-V/def2-TZVPD.

Computed properties:
* net charge: 0
* SMILES: C#CC(N)(C#C)CO
* Kohn-Sham gap: 10.315 eV
* lowest unoccupied orbital energy: 0.8 eV

Geometry (Å):
C1 -0.721 -1.028 -2.149
C2 -0.226 -0.914 -0.982
C3 0.430 -0.265 0.070
N1 1.755 -0.787 0.198
C4 -0.234 -0.218 1.384
C5 -0.807 -0.198 2.454
C6 0.431 1.138 -0.491
O1 -1.002 1.618 -0.171
H1 -1.121 -1.351 -3.010
H2 2.377 -0.704 -0.643
H3 2.363 -0.475 0.960
H4 -1.251 -0.246 3.425
H5 0.624 1.168 -1.736
H6 1.111 1.840 0.067
H7 -1.609 1.236 -0.795


Version 2
One molecule with the formula C6H7NO. Source: the OMol25 dataset; level of theory: ωB97M-V/def2-TZVPD.

Computed properties:
* net charge: 0
* SMILES: CC(=O)c1ccc[nH]1
* Kohn-Sham gap: 9.756 eV
* lowest unoccupied orbital energy: 0.9 eV

Geometry (Å):
C1 0.398 -2.293 0.466
C2 -0.656 -1.210 0.408
O1 -1.817 -1.547 0.704
C3 -0.364 0.125 -0.072
C4 0.410 0.515 -1.073
C5 0.557 1.958 -1.048
C6 -0.141 2.322 0.125
N1 -0.685 1.155 0.697
H1 0.128 -3.398 0.965
H2 1.367 -1.698 0.927
H3 0.614 -2.610 -0.584
H4 0.851 -0.101 -1.984
H5 1.058 2.484 -1.527
H6 -0.275 3.160 0.706
H7 -1.445 1.136 1.290


It turns out version 2 is the most stable, with the second structure 3.156 eV higher.


Version 1
C6H7NO as an isolated structure. Source: the OMol25 dataset; level of theory: ωB97M-V/def2-TZVPD.

Computed properties:
* net charge: 0
* Kohn-Sham gap: 9.040 eV
* lowest unoccupied orbital energy: 0.9 eV

Geometry (Å):
C1 -2.431 -0.168 0.021
C2 -0.239 1.083 -0.048
C3 1.098 0.616 0.078
C4 2.623 0.541 0.019
C5 1.116 -0.759 0.084
C6 -0.160 -1.250 0.074
H1 -2.965 0.676 -0.406
H2 -2.869 -1.060 -0.556
H3 -2.833 -0.073 1.075
H4 -0.724 2.019 -0.004
H5 3.053 0.903 -0.948
H6 3.264 0.777 0.878
H7 -0.430 -2.251 -0.207
N1 -1.013 -0.109 -0.021
O1 2.509 -0.945 -0.038


Version 2
C6H7NO as an isolated structure. Source: the OMol25 dataset; level of theory: ωB97M-V/def2-TZVPD.

Computed properties:
* net charge: 0
* Kohn-Sham gap: 5.254 eV
* lowest unoccupied orbital energy: -2.6 eV

Geometry (Å):
C1 0.729 1.476 0.070
C2 -1.389 1.260 0.121
C3 -1.118 -1.442 -0.146
C4 1.024 -1.399 -0.211
C5 -0.013 -0.742 0.492
C6 -0.167 0.450 -0.263
H1 2.207 0.206 0.803
H2 0.632 2.365 -0.913
H3 -1.637 1.377 1.319
H4 -1.114 -1.096 -1.473
H5 1.447 -2.245 0.433
H6 -0.199 -0.778 1.556
H7 -0.308 0.502 -1.482
N1 1.978 0.230 -0.181
O1 -2.072 -0.164 -0.124


Version 3
One molecule with the formula C6H7NO. Source: the OMol25 dataset; level of theory: ωB97M-V/def2-TZVPD.

Computed properties:
* net charge: 0
* SMILES: CC(=O)c1ccc[nH]1
* Kohn-Sham gap: 8.905 eV
* lowest unoccupied orbital energy: 0.6 eV

Geometry (Å):
C1 1.279 -1.753 -1.088
C2 -0.183 -1.116 -1.039
O1 -1.089 -1.567 -1.768
C3 -0.412 -0.079 -0.027
C4 -0.258 0.026 1.337
C5 -0.435 1.300 1.697
C6 -0.622 2.093 0.524
N1 -0.709 1.258 -0.444
H1 1.307 -2.429 -1.886
H2 1.918 -1.005 -1.112
H3 1.437 -2.337 0.028
H4 -0.105 -0.698 1.874
H5 -0.414 1.653 2.835
H6 -0.777 3.155 0.666
H7 -0.939 1.500 -1.597


It turns out version 3 is the most stable, with the second structure 0.254 eV higher.


Version 1
C6H7NO as an isolated structure. Source: the OMol25 dataset; level of theory: ωB97M-V/def2-TZVPD.

Computed properties:
* net charge: 0
* Kohn-Sham gap: 8.559 eV
* lowest unoccupied orbital energy: 0.2 eV

Geometry (Å):
C1 1.853 0.017 -0.196
C2 1.029 1.257 -0.005
C3 -0.371 0.873 -0.296
C4 -1.818 0.767 0.011
C5 -1.610 -0.756 -0.038
C6 0.981 -1.010 -0.005
H1 3.445 -0.938 0.579
H2 1.537 2.165 0.095
H3 -2.579 1.399 -0.696
H4 -2.274 0.696 1.146
H5 -2.459 -1.188 -0.930
H6 -2.095 -0.989 0.917
H7 1.345 -1.912 -0.185
N1 -0.252 -0.536 -0.298
O1 3.270 0.156 -0.098


Version 2
One molecule with the formula C6H7NO. Source: the OMol25 dataset; level of theory: ωB97M-V/def2-TZVPD.

Computed properties:
* net charge: 0
* SMILES: CC1=C[C@@H]2N[C@H]1C2=O
* Kohn-Sham gap: 9.408 eV
* lowest unoccupied orbital energy: 0.8 eV

Geometry (Å):
C1 2.137 -0.647 -0.056
C2 0.680 -0.127 0.093
C3 0.173 0.445 -1.072
C4 -1.075 0.882 -0.690
N1 -0.945 1.183 0.735
C5 -0.560 -0.183 1.053
C6 -1.675 -0.623 -0.168
O1 -2.736 -1.172 -0.339
H1 2.467 -0.851 -1.229
H2 2.855 -0.049 0.733
H3 2.071 -1.638 0.646
H4 0.799 0.557 -1.928
H5 -1.771 1.424 -1.284
H6 -1.712 1.316 1.360
H7 -0.709 -0.517 2.147


It turns out version 2 is the most stable, with the second structure 1.816 eV higher.


Version 1
An isolated ion of composition C4H10N5 and charge +1. Source: the OMol25 dataset; level of theory: ωB97M-V/def2-TZVPD.

Computed properties:
* net charge: +1
* SMILES: CCNNc1nc[nH][nH+]1
* Kohn-Sham gap: 9.133 eV
* lowest unoccupied orbital energy: -4.2 eV

Geometry (Å):
C1 -1.010 2.209 -1.123
C2 -0.996 0.668 -1.711
N1 0.374 -0.021 -1.562
N2 0.058 -1.175 -0.812
C3 0.451 -1.174 0.504
N3 0.090 -2.374 1.351
C4 0.662 -1.921 2.685
N4 1.319 -0.537 2.501
N5 1.224 -0.062 1.183
H1 -2.114 2.613 -1.297
H2 -0.266 2.859 -1.751
H3 -0.808 2.235 0.043
H4 -1.389 0.577 -2.823
H5 -1.788 0.067 -1.052
H6 0.727 -0.333 -2.506
H7 -0.490 -1.923 -1.297
H8 0.566 -2.570 3.661
H9 1.807 0.036 3.251
H10 1.584 0.826 0.755


Version 2
An isolated ion of composition C4H10N5 and charge +1. Source: the OMol25 dataset; level of theory: ωB97M-V/def2-TZVPD.

Computed properties:
* net charge: +1
* SMILES: CN[C@@H]1NN=NC(C)=[NH+]1
* Kohn-Sham gap: 8.840 eV
* lowest unoccupied orbital energy: -4.8 eV

Geometry (Å):
C1 0.157 2.118 1.843
N1 -0.123 1.319 0.735
C2 0.325 -0.004 0.614
N2 1.859 0.092 -0.149
N3 2.221 -0.496 -1.173
N4 1.464 -1.394 -1.716
C3 0.109 -1.418 -1.406
C4 -0.745 -2.007 -2.407
N5 -0.410 -0.899 -0.279
H1 0.732 3.074 1.641
H2 -0.719 2.452 2.367
H3 0.670 1.668 2.653
H4 -0.417 1.885 -0.053
H5 0.557 -0.371 1.565
H6 2.287 0.913 0.068
H7 -1.712 -1.906 -1.987
H8 -0.365 -2.997 -2.464
H9 -0.731 -1.580 -3.491
H10 -1.493 -0.826 -0.157


It turns out version 2 is the most stable, with the second structure 2.241 eV higher.